(1)
The following is a quantum chemistry calculation of a cluster of 4 separate species, C3H13NO3 in total in a non-equilibrium geometry, from the OMol25 dataset.

Structure (XYZ):
```
20
Properties=species:S:1:pos:R:3:lowdin_spin:R:1
N -1.568 0.464 -1.137 0.10
C -0.735 0.254 -2.263 0.08
C 1.714 -0.556 -1.968 0.43
C 0.694 0.351 -1.680 0.25
H -2.508 0.473 -1.406 0.00
H -1.440 -0.173 -0.370 0.00
H -0.708 1.176 -3.007 0.05
H -0.753 -0.650 -2.940 0.01
H 2.509 -0.827 -1.241 0.02
H 1.872 -1.202 -2.854 0.02
H 1.054 1.237 -1.190 0.01
H -0.187 2.355 2.963 0.00
H 1.215 2.624 2.540 0.00
O 0.654 1.952 3.017 0.00
H -1.058 0.012 3.976 0.00
H -0.937 -0.716 2.463 0.00
O -1.674 -0.361 3.129 0.00
H 1.119 -1.797 1.191 0.00
H 0.367 -2.268 -0.135 0.00
O 0.368 -2.346 0.912 0.01
```

The calculation puts the calculated total energy at -402.1269 a.u. For the highest occupied orbital energy (alpha / beta), the calculation gives -0.497 / -0.497 Eh. The net charge is +1. The energy relative to the best compared isomer or geometry (same formula, charge and spin) comes out at 421.96 kJ/mol. Its orbital gap (alpha / beta) is 0.2845 / 0.1683 hartree. For the LUMO energy (alpha / beta), the calculation gives -0.213 / -0.329 hartree. The spin multiplicity is 2.

---

(2)
The following is a quantum chemistry calculation of a cluster of 2 separate species, C19H32N3O6 in total in a non-equilibrium geometry, from the OMol25 dataset.

Structure (XYZ):
```
60
Properties=species:S:1:pos:R:3:mulliken_charge:R:1
O -2.520 -1.548 -0.877 -0.69
O 5.708 -3.902 2.353 -0.62
O -4.500 1.677 -3.072 -0.65
O 6.380 -2.148 3.610 -0.43
O 3.524 1.019 -0.169 -0.54
O 3.103 -3.732 1.649 -0.49
C -3.056 -0.448 -0.900 0.70
C 5.631 -2.724 2.653 0.47
C -4.061 2.389 -2.175 0.07
C 1.479 2.202 0.242 -0.62
C 1.889 1.145 -1.921 -0.64
C 0.222 2.646 -0.213 -0.52
C 0.628 1.583 -2.370 -0.45
C 2.317 1.457 -0.614 0.47
C -0.208 2.336 -1.518 0.42
N -4.661 3.530 -1.812 -0.15
N -2.444 0.567 -1.506 0.18
C -4.361 -0.227 -0.165 -1.35
C -5.885 4.034 -2.435 -0.89
C 4.588 -1.871 1.948 -0.57
C 3.170 -2.405 2.174 -0.13
C -1.574 2.793 -2.007 -1.39
C 0.839 -2.792 -0.088 -0.85
C -0.146 -0.900 0.992 -1.07
C 0.271 -2.907 2.246 -0.94
C 2.148 -1.462 1.491 -0.38
C -2.765 2.000 -1.438 0.16
N 0.798 -2.022 1.180 0.61
H 6.976 -2.848 3.925 0.39
H 4.183 1.044 -0.869 0.34
H 3.934 -4.221 1.868 0.40
H 1.824 2.455 1.235 0.52
H 2.529 0.578 -2.582 0.42
H -0.407 3.242 0.436 0.46
H 0.309 1.357 -3.380 0.44
H -4.243 4.086 -1.083 0.26
H -1.645 0.312 -2.062 0.22
H -4.236 0.523 0.612 0.34
H -5.121 0.093 -0.877 0.35
H -4.680 -1.167 0.282 0.40
H -5.828 3.914 -3.520 0.30
H -6.747 3.470 -2.072 0.30
H -6.024 5.091 -2.205 0.34
H 4.818 -1.854 0.879 0.41
H 4.665 -0.846 2.323 0.36
H 2.962 -2.436 3.250 0.27
H -1.699 3.847 -1.757 0.44
H -1.597 2.717 -3.096 0.41
H -0.167 -3.123 -0.375 0.40
H 1.474 -3.679 0.016 0.34
H 1.240 -2.181 -0.904 0.32
H -1.166 -1.275 0.860 0.39
H 0.116 -0.309 0.106 0.15
H -0.140 -0.232 1.860 0.41
H 0.256 -2.392 3.213 0.40
H -0.751 -3.229 2.014 0.39
H 0.892 -3.806 2.347 0.33
H 2.039 -0.580 2.131 0.37
H 2.599 -1.116 0.555 0.02
H -2.879 2.274 -0.390 0.43
```

The calculation puts the calculated total energy at -1358.7338 a.u. For the highest occupied orbital energy, the calculation gives -0.429 Eh. The net charge is +1. Its orbital gap is 0.3523 hartree. For the LUMO energy, the calculation gives -0.077 hartree. The spin multiplicity is 1.

---

(3)
The following is a quantum chemistry calculation of a structure of composition C30H46BF4N3O2SbV in a non-equilibrium geometry, from the OMol25 dataset.

Structure (XYZ):
```
88
Properties=species:S:1:pos:R:3:lowdin_spin:R:1
V 12.677 11.771 10.617 2.71
C 12.492 13.764 12.913 0.01
N 12.037 13.808 11.551 0.02
C 12.629 14.906 10.810 0.01
C 14.174 14.856 10.494 0.00
C 14.617 13.979 9.355 0.00
N 14.464 12.502 9.704 0.00
C 15.403 11.696 9.344 0.03
C 15.529 10.259 9.637 0.00
C 16.787 9.620 9.548 0.00
C 16.928 8.285 9.916 0.00
C 15.775 7.571 10.238 0.00
C 14.509 8.121 10.113 0.00
C 14.312 9.547 9.863 0.01
O 13.148 10.057 9.771 0.04
C 10.588 14.051 11.502 0.00
C 9.727 12.900 11.014 0.01
C 9.689 11.677 11.772 0.01
N 11.056 11.022 11.825 0.01
C 11.211 10.221 12.802 0.04
C 12.488 9.660 13.247 0.01
C 12.388 8.561 14.115 0.01
C 13.542 7.953 14.705 0.00
C 14.770 8.518 14.387 0.01
C 14.857 9.703 13.735 0.00
C 13.769 10.224 13.037 0.01
O 13.894 11.236 12.235 0.03
H 12.151 14.608 13.525 0.00
H 13.584 13.646 13.002 0.00
H 12.210 12.833 13.406 0.00
H 12.451 15.843 11.198 0.00
H 12.160 14.958 9.809 0.00
H 14.661 14.529 11.371 0.00
H 14.473 15.866 10.290 0.00
H 15.652 14.234 9.198 0.00
H 13.976 14.154 8.454 0.00
H 16.246 12.143 8.818 0.00
H 17.640 10.204 9.337 0.00
H 17.930 7.984 10.064 0.00
H 16.017 6.553 10.553 0.00
H 13.562 7.465 10.313 0.00
H 10.462 14.849 10.717 0.00
H 10.271 14.427 12.472 0.00
H 9.962 12.678 9.961 0.00
H 8.763 13.333 11.115 0.00
H 8.988 10.995 11.224 0.00
H 9.299 11.845 12.803 0.00
H 10.355 9.885 13.391 0.00
H 11.494 7.988 14.299 0.00
H 13.415 7.032 15.291 0.00
H 15.711 8.074 14.801 0.00
H 15.759 10.250 13.452 0.00
F 11.908 12.047 8.595 0.03
B 11.287 12.710 7.502 0.00
F 10.538 13.782 8.040 0.00
F 12.113 13.347 6.523 0.00
F 10.525 11.769 6.829 0.00
C 10.373 7.030 6.005 0.00
C 10.345 8.338 6.837 0.00
C 11.803 8.571 7.232 0.00
Sb 9.066 8.303 8.592 0.00
C 7.610 6.772 8.149 0.00
C 8.023 5.317 7.805 0.00
C 6.865 7.369 6.969 0.00
C 10.384 7.404 10.082 0.00
C 10.889 5.949 9.849 0.00
C 9.732 7.334 11.543 0.00
H 11.134 7.161 5.190 0.00
H 9.444 6.809 5.475 0.00
H 10.641 6.144 6.629 0.00
H 10.047 9.186 6.264 0.00
H 12.215 7.746 7.796 0.00
H 11.920 9.413 7.919 0.00
H 12.391 8.806 6.333 0.00
H 6.907 6.743 9.095 0.00
H 8.269 5.215 6.734 0.00
H 7.116 4.680 7.928 0.00
H 8.747 4.908 8.431 0.00
H 7.573 7.547 6.134 0.00
H 6.325 8.288 7.138 0.00
H 6.157 6.620 6.666 0.00
H 11.200 8.121 10.121 0.00
H 11.250 5.506 10.723 0.00
H 11.683 5.913 9.003 0.00
H 10.005 5.331 9.526 0.00
H 9.040 6.558 11.617 0.00
H 9.231 8.245 11.893 0.00
H 10.630 7.159 12.260 0.00
```

The calculation puts the calculated total energy at -3094.3479 a.u. For the highest occupied orbital energy (alpha / beta), the calculation gives -0.130 / -0.176 Eh. The net charge is -1. Its orbital gap (alpha / beta) is 0.2249 / 0.2713 hartree. For the LUMO energy (alpha / beta), the calculation gives 0.095 / 0.095 hartree. The spin multiplicity is 4.

---

(4)
The following is a quantum chemistry calculation of a cluster of 7 separate species, C26H52Cl2O12S6 in total in a non-equilibrium geometry, from the OMol25 dataset.

Structure (XYZ):
```
98
Properties=species:S:1:pos:R:3:mulliken_charge:R:1
C 1.654 19.877 17.495 -0.57
C 2.791 20.867 17.718 -0.75
C 4.073 20.141 17.455 -0.64
S 3.825 18.558 18.203 0.87
O 4.171 18.485 19.599 -0.54
O 4.345 17.535 17.310 -0.56
C 2.037 18.575 18.133 -0.55
H 1.428 19.764 16.459 0.22
H 0.718 20.288 18.024 0.31
H 2.718 21.298 18.684 0.36
H 2.592 21.614 16.940 0.36
H 5.059 20.557 17.766 0.47
H 4.159 19.920 16.383 0.27
H 1.744 18.473 19.138 0.64
H 1.716 17.627 17.693 0.10
C -0.190 12.000 21.605 -0.72
C 0.701 10.876 22.206 -0.70
C 1.873 10.656 21.257 -0.69
S 2.226 12.196 20.455 1.21
O 2.040 11.959 19.047 -0.56
O 3.485 12.760 20.871 -0.79
C 0.821 13.060 21.108 -0.55
H -0.873 12.494 22.246 0.45
H -0.701 11.531 20.743 0.25
H 0.074 10.037 22.319 0.41
H 1.111 11.092 23.235 0.27
H 1.565 10.072 20.367 0.30
H 2.754 10.177 21.726 0.43
H 0.343 13.649 20.317 0.28
H 1.190 13.684 21.945 0.36
C 3.581 15.388 13.159 0.11
C 2.442 15.877 12.242 -0.63
C 1.958 17.292 12.610 -1.01
S 2.483 17.487 14.292 1.29
O 1.532 16.792 15.169 -0.66
O 2.799 18.876 14.561 -0.80
C 3.975 16.508 14.065 -0.45
H 4.430 15.055 12.555 0.41
H 3.264 14.549 13.804 -0.29
H 1.719 15.087 12.265 0.29
H 2.749 15.957 11.148 0.27
H 0.872 17.350 12.569 0.43
H 2.209 18.085 11.988 0.53
H 4.264 16.177 15.034 -0.01
H 4.712 17.279 13.806 0.52
C 4.559 16.740 22.832 -0.43
C 3.235 17.516 22.837 -0.56
C 3.515 19.015 23.041 -0.72
S 4.845 18.975 24.283 1.19
O 4.340 19.133 25.617 -0.67
O 5.927 19.846 23.818 -0.69
C 5.302 17.270 24.040 -0.73
H 5.121 16.878 21.925 0.22
H 4.329 15.689 22.926 0.27
H 2.571 17.247 23.692 0.42
H 2.559 17.352 22.013 0.20
H 2.758 19.560 23.678 0.41
H 3.883 19.606 22.210 0.31
H 4.974 16.802 24.973 0.37
H 6.343 17.263 23.789 0.40
C 0.077 11.798 16.633 -0.67
C -0.146 13.253 16.456 0.36
C -0.259 13.538 14.987 -0.75
S 0.670 12.235 14.105 1.02
O 1.662 12.980 13.373 -0.62
O -0.099 11.239 13.458 -0.73
C 1.194 11.494 15.565 0.05
H -0.824 11.171 16.375 0.39
H 0.349 11.553 17.598 0.04
H 0.749 13.841 16.784 -0.51
H -0.975 13.599 17.058 0.61
H 0.117 14.503 14.663 0.16
H -1.293 13.488 14.678 0.48
H 2.190 11.834 15.753 -0.26
H 1.288 10.404 15.324 0.51
C 8.005 9.101 16.470 -0.49
C 8.203 10.639 16.781 -0.93
C 7.039 11.448 16.247 -0.48
S 5.594 10.514 16.535 1.30
O 4.827 10.371 15.381 -0.72
O 4.965 10.927 17.741 -0.64
C 6.478 8.958 16.841 -0.94
H 8.733 8.553 17.092 0.33
H 8.278 8.925 15.385 0.27
H 9.150 11.019 16.428 0.44
H 8.271 10.753 17.845 0.33
H 7.065 11.642 15.162 0.40
H 6.901 12.442 16.647 0.38
H 6.010 8.118 16.351 0.42
H 6.354 8.884 17.907 0.35
Cl 2.112 15.289 19.015 -0.34
C 3.696 14.584 18.271 -0.29
C 3.318 14.149 16.862 1.66
Cl 4.802 13.801 15.864 -0.38
H 3.833 13.686 18.948 0.15
H 4.501 15.293 18.354 0.64
H 2.779 14.913 16.368 -0.77
H 2.810 13.156 16.965 -0.72
```

The calculation puts the calculated total energy at -5234.1425 a.u. Its SMILES is O=S1(=O)CCCC1.O=S1(=O)CCCC1.O=S1(=O)CCCC1.O=S1(=O)CCCC1.O=S1(=O)CCCC1.O=S1(=O)CCCC1.ClCCCl. For the highest occupied orbital energy, the calculation gives -0.363 Eh. The net charge is 0. The energy relative to the best compared isomer or geometry (same formula, charge and spin) comes out at 4.36 kJ/mol. Its orbital gap is 0.3694 hartree. For the LUMO energy, the calculation gives 0.006 hartree. The spin multiplicity is 1.